C4H6ClNS2 | ωB97M-V with the def2-TZVPD basis set

Values from the calculation:
Charge: 0
Multiplicity: 1
Kohn-Sham gap: 8.909 eV

Bonds (Å) are listed after each position.
Positions of all 14 atoms, in Å:
1 C -1.31 0.86 -0.50  N5 1.119
2 C -0.97 -2.64 0.22  S6 1.765, H9 1.144, H10 1.132, H11 1.088
3 C 1.32 2.33 -0.07  S7 1.877, H12 1.039, H13 1.028, H14 1.054
4 C 0.31 -0.25 0.32  S6 1.761, S7 1.738, Cl8 1.741
5 N -2.01 1.71 -0.67  C1 1.119
6 S -0.37 -1.47 1.39  C2 1.765, C4 1.761
7 S 1.06 1.03 1.25  C3 1.877, C4 1.738
8 Cl 1.20 -0.87 -1.04  C4 1.741
9 H -0.11 -2.76 -0.53  C2 1.144
10 H -1.76 -2.14 -0.43  C2 1.132
11 H -1.32 -3.48 0.82  C2 1.088
12 H 1.69 3.17 0.43  C3 1.039
13 H 0.35 2.55 -0.33  C3 1.028
14 H 1.92 1.95 -0.85  C3 1.054

natural (NBO) charges in e:
1 C 0.118
2 C -0.789
3 C -0.670
4 C -0.397
5 N -0.466
6 S 0.382
7 S 0.323
8 Cl 0.063
9 H 0.243
10 H 0.243
11 H 0.252
12 H 0.230
13 H 0.240
14 H 0.226